A molecular structure, C41H71Br2F6N6O10S in a non-equilibrium geometry. Source: the OMol25 dataset; level of theory: wB97M-V/def2-TZVPD.

Last column: Löwdin charge in e.
Cartesian coordinates (Å):
C  0.973181  2.153029  4.290485  0.11
C  -0.353256  2.104147  3.819920  -0.01
C  -1.910864  1.948596  3.228977  -0.21
O  -2.405703  0.736818  3.777378  -0.12
C  -2.446873  -0.445168  2.865837  -0.26
C  -0.951418  -0.989399  2.949033  -0.09
C  0.110401  -1.347309  1.980965  0.00
C  -3.361487  -1.474337  3.826487  -0.12
O  -2.592063  -2.282250  4.764950  -0.20
C  -3.173945  -3.605100  5.017474  -0.13
C  -2.175361  -4.711878  4.312863  -0.19
O  -1.363649  -5.405636  5.356083  -0.22
C  -0.468371  -6.345190  4.626217  -0.25
C  1.133835  -5.985723  4.786879  -0.10
C  -3.213254  -0.093948  1.416954  -0.23
C  -4.681848  0.476212  1.904777  -0.10
C  -5.934296  -0.539592  2.064193  -0.16
N  -7.079323  -0.041689  2.699061  0.08
C  -3.392590  -1.493985  0.629417  -0.46
Br  -2.473353  -3.293865  1.001781  0.72
C  -4.356828  -1.782068  -0.513500  -0.60
C  -5.370607  -0.737251  -1.159300  -0.17
Br  -4.526226  -3.601377  -1.433930  0.66
N  -2.331430  1.001236  0.755391  -0.06
S  -2.471942  1.187223  -0.962042  0.94
O  -2.080471  -0.103654  -1.800284  -0.27
O  -3.714225  1.759883  -1.600050  -0.25
F  -1.231801  2.186725  -1.707245  -0.20
C  -2.102197  2.247826  1.601874  -0.26
C  -3.224662  3.409035  1.662859  -0.17
C  -4.096062  4.007608  0.501501  -0.22
C  -3.430308  4.837772  -0.731763  -0.21
C  -4.580967  5.208557  -1.852453  -0.17
C  -3.901481  5.590374  -3.313426  -0.21
O  -3.027340  4.534341  -3.858562  -0.27
C  -3.792280  3.555775  -4.663970  -0.10
C  -0.759640  3.132690  1.189727  -0.14
C  0.595962  2.401843  0.736125  -0.17
C  1.388592  3.468924  -0.284293  -0.07
C  3.018824  3.413649  -0.140588  -0.18
F  3.563695  4.073138  -1.386145  -0.02
F  3.476917  4.266328  0.991318  0.01
C  3.668605  1.910143  -0.103267  -0.14
F  2.888807  0.927835  -0.915999  0.03
F  5.017406  2.023380  -0.769777  0.02
F  3.892256  1.464108  1.304692  0.03
H  2.080142  2.065041  4.694925  0.08
H  -2.432952  2.797940  3.902283  0.19
H  -0.486435  -1.011066  4.056518  0.16
H  -0.132663  -1.270090  0.815592  0.06
H  1.173085  -1.760834  2.248247  0.10
H  -4.121636  -0.832008  4.488591  0.17
H  -4.037079  -2.201998  3.212876  0.10
H  -3.109147  -3.778135  6.197033  0.16
H  -4.304600  -3.723335  4.743283  0.14
H  -1.382266  -4.139611  3.637950  0.10
H  -2.764570  -5.471416  3.622223  0.13
H  -0.686855  -6.354077  3.455128  0.12
H  -0.639518  -7.418958  5.093198  0.13
H  1.347151  -5.291031  5.715981  0.09
H  1.539329  -5.468135  3.799556  0.08
H  1.725004  -6.991556  4.894472  0.07
H  -4.963835  1.307481  1.092712  0.11
H  -4.700258  1.082276  2.905974  0.13
H  -5.971975  -1.673176  1.755355  0.14
H  -6.937922  0.958833  2.964300  0.04
H  -6.411866  -1.293505  -1.347434  0.11
H  -4.987083  -0.476354  -2.261170  0.12
H  -5.624552  0.262453  -0.658734  0.07
H  -1.367182  0.525723  0.770252  0.14
H  -4.025087  3.090828  2.497655  0.13
H  -2.691113  4.338053  2.204701  0.16
H  -4.922843  3.238412  0.107777  0.11
H  -4.797635  4.836344  1.019090  0.15
H  -3.025305  5.860688  -0.313432  0.13
H  -2.555512  4.319132  -1.299138  0.08
H  -5.324078  4.286467  -1.913859  0.11
H  -5.239606  6.131772  -1.487282  0.13
H  -4.787679  5.863550  -4.063397  0.14
H  -3.197954  6.531864  -3.116737  0.14
H  -4.947103  3.735451  -4.588985  0.10
H  -3.382504  3.640465  -5.765508  0.11
H  -3.574152  2.451878  -4.306752  0.09
H  -1.110943  3.763284  0.233514  0.11
H  -0.551711  4.032422  1.951050  0.17
H  1.382578  2.136391  1.556193  0.10
H  0.476639  1.423566  0.067740  0.11
H  1.091181  3.229155  -1.415117  0.15
H  0.983752  4.552568  -0.065244  0.15
C  -1.283606  1.297172  -7.449678  -0.01
C  -1.526145  -0.135827  -7.067124  -0.55
O  -2.298514  -0.859840  -7.693185  0.02
N  -0.856945  -0.629962  -5.986000  0.00
C  0.082781  0.056054  -5.130687  -0.08
H  -1.884029  1.548989  -8.327672  0.09
H  -1.576817  1.957677  -6.628860  0.07
H  -0.228860  1.443994  -7.698073  0.09
H  -1.069488  -1.601471  -5.787362  0.14
H  1.033318  -0.481485  -5.170198  0.08
H  -0.304362  0.028178  -4.109308  0.06
H  0.239606  1.092927  -5.431059  0.08
C  4.388863  -1.616574  -1.148826  -0.03
C  5.117319  -2.930733  -1.117314  -0.54
O  4.591844  -3.961809  -0.700830  0.02
N  6.403657  -2.958596  -1.570507  0.00
C  7.187396  -1.864192  -2.093285  -0.08
H  3.376679  -1.748907  -0.757976  0.08
H  4.908877  -0.886131  -0.522708  0.07
H  4.317726  -1.253610  -2.177874  0.09
H  6.831313  -3.876730  -1.519500  0.15
H  7.490936  -2.119569  -3.111459  0.09
H  8.077449  -1.755026  -1.468978  0.09
H  6.634611  -0.923860  -2.104584  0.07
C  6.085753  -7.857443  3.958363  -0.01
C  5.000535  -8.021790  4.984984  -0.54
O  4.325297  -7.073874  5.382740  0.01
N  4.773378  -9.272825  5.479088  0.00
C  5.453784  -10.500804  5.140887  -0.08
H  6.150850  -6.808389  3.658298  0.09
H  7.048719  -8.156757  4.381554  0.09
H  5.856265  -8.456959  3.073117  0.09
H  4.028233  -9.307879  6.166103  0.14
H  4.712438  -11.205029  4.755523  0.08
H  5.895648  -10.907008  6.053919  0.08
H  6.235357  -10.352249  4.394564  0.08
C  4.141194  7.074622  -6.128419  -0.01
C  3.898654  5.641624  -5.745865  -0.55
O  3.126285  4.917610  -6.371925  0.01
N  4.567855  5.147488  -4.664742  0.00
C  5.507581  5.833505  -3.809428  -0.08
H  3.540771  7.326439  -7.006411  0.09
H  3.847981  7.735127  -5.307601  0.09
H  5.195939  7.221445  -6.376813  0.09
H  4.355311  4.175980  -4.466103  0.14
H  6.458118  5.295965  -3.848939  0.09
H  5.120437  5.805629  -2.788048  0.07
H  5.664405  6.870379  -4.109799  0.08

Cartesian forces (eV/Å) of the 2 atoms listed first:
-9.111 -0.748 -3.277
9.227 -0.082 2.453

Results
DFT total energy ... -8829.9925 hartree
Total charge ... +1
Orbital gap ... 4.808 eV